C52H49N6P2RuS2 | wB97M-V/def2-TZVPD

ORCA input file:
```
! wB97M-V def2-TZVPD RIJCOSX def2/J DEFGRID3
* xyz 2 6
Ru -0.336 -0.109 -0.355
C 6.477 -3.107 -0.018
C 5.126 -3.666 0.462
C 5.390 -4.906 1.326
C 4.324 -4.095 -0.769
C 4.401 -2.611 1.284
C 4.970 -2.191 2.499
C 4.390 -1.220 3.285
C 3.211 -0.639 2.843
S 2.295 0.630 3.589
C 1.190 0.565 2.246
N 1.468 -0.329 1.332
C 2.606 -1.037 1.635
C 3.207 -2.042 0.875
C 0.056 1.449 2.135
C -0.261 2.352 3.154
C -1.359 3.176 3.034
C -2.150 3.118 1.895
C -1.829 2.237 0.873
C -0.745 1.382 0.980
H 7.068 -3.912 -0.449
H 7.049 -2.672 0.798
H 6.332 -2.350 -0.787
H 5.824 -5.694 0.717
H 4.468 -5.276 1.765
H 6.086 -4.689 2.129
H 4.890 -4.835 -1.329
H 4.152 -3.249 -1.433
H 3.375 -4.545 -0.483
H 5.893 -2.639 2.833
H 4.844 -0.909 4.213
H 2.716 -2.362 -0.028
H 0.362 2.403 4.036
H -1.605 3.874 3.819
H -3.015 3.754 1.793
H -2.451 2.218 -0.015
N -0.563 0.242 -3.441
P -0.684 1.411 -2.175
C -1.983 2.579 -2.692
C -1.937 3.862 -2.138
C -2.873 4.812 -2.503
C -3.861 4.502 -3.426
C -3.918 3.228 -3.966
C -2.991 2.266 -3.599
C 0.785 2.446 -2.448
C 1.556 2.820 -1.354
C 2.593 3.718 -1.532
C 2.866 4.224 -2.794
C 2.114 3.822 -3.889
C 1.064 2.939 -3.719
P 0.004 -1.141 -2.560
C 0.563 -2.455 -3.692
C 1.715 -3.130 -3.306
C 2.182 -4.210 -4.031
C 1.483 -4.632 -5.151
C 0.316 -3.982 -5.525
C -0.158 -2.902 -4.796
C -1.653 -1.921 -2.149
C -1.668 -3.305 -1.973
C -2.850 -3.973 -1.721
C -4.036 -3.259 -1.625
C -4.029 -1.877 -1.729
C -2.840 -1.205 -1.964
H -1.404 0.086 -3.998
H -1.160 4.111 -1.425
H -2.829 5.797 -2.064
H -4.584 5.253 -3.710
H -4.695 2.977 -4.670
H -3.076 1.281 -4.037
H 1.338 2.405 -0.371
H 3.182 4.030 -0.684
H 3.650 4.952 -2.926
H 2.333 4.211 -4.870
H 0.445 2.645 -4.556
H 2.242 -2.794 -2.423
H 3.081 -4.716 -3.709
H 1.844 -5.468 -5.734
H -0.241 -4.330 -6.381
H -1.082 -2.417 -5.082
H -0.743 -3.855 -2.060
H -2.850 -5.047 -1.610
H -4.966 -3.780 -1.462
H -4.955 -1.325 -1.639
H -2.858 -0.119 -2.046
N -3.088 -3.988 4.951
C -2.112 -4.250 4.057
S -1.186 -5.673 4.320
C -1.832 -3.414 2.962
C -2.588 -2.243 2.657
C -2.214 -1.432 1.630
N -1.134 -1.670 0.850
C -0.436 -2.807 1.082
C -0.738 -3.674 2.085
H -3.245 -4.620 5.716
H -3.668 -3.170 4.891
H -3.473 -1.985 3.215
H -2.797 -0.547 1.387
H 0.390 -3.004 0.409
H -0.148 -4.566 2.226
N 1.928 -0.200 -5.198
C 2.627 -0.115 -4.057
C 4.021 0.102 -4.073
C 4.713 0.185 -2.893
C 4.013 0.092 -1.685
C 2.664 -0.127 -1.749
N 1.981 -0.249 -2.890
H 2.395 -0.123 -6.085
H 0.932 -0.332 -5.161
H 4.524 0.183 -5.023
H 5.783 0.322 -2.893
H 4.518 0.167 -0.736
H 2.055 -0.235 -0.851
*
```

## Properties
- <S²> = 8.77
- LUMO level (alpha / beta) (eV) = -5.7 / -7.4
- ΔE to the lowest compared entry with this formula, charge and spin (kJ/mol) = 137.0
- orbital gap (alpha / beta) (eV) = 5.2 / 5.2
- calculated total energy (eV) = -106475.6126
- molar mass (g/mol) = 985.158
- HOMO (alpha / beta) (hartree) = -0.401 / -0.464

Here are the Löwdin charges for atoms 1 to 6, given in e: number 1, Ru, carries 1.227; number 2, C, carries -0.026; number 3, C, carries -0.549; number 4, C, carries -0.035; number 5, C, carries -0.065; number 6, C, carries -0.151


C38H51Cl3CrN3O6 | wB97M-V/def2-TZVPD

ORCA input file:
```
! wB97M-V def2-TZVPD RIJCOSX def2/J DEFGRID3
* xyz -1 5
Cr 0.064 -0.511 -0.072
C -7.077 1.905 -1.303
C -6.490 1.511 0.061
C -6.338 2.780 0.902
C -7.471 0.576 0.785
C -5.151 0.798 -0.140
C -3.971 1.296 0.345
C -2.769 0.578 0.143
N -1.553 0.874 0.572
C -1.087 1.857 1.404
C -1.518 3.177 1.516
C -0.884 4.052 2.393
C 0.151 3.535 3.180
C 0.609 2.216 3.110
C 0.024 1.354 2.153
O 0.417 0.126 1.924
C 1.734 1.700 4.017
C 2.933 1.267 3.155
C 2.214 2.760 5.007
C 1.230 0.494 4.830
C -1.289 5.531 2.421
C -2.815 5.667 2.556
C -0.847 6.198 1.107
C -0.646 6.289 3.584
C -2.782 -0.726 -0.477
O -1.681 -1.414 -0.436
C -3.991 -1.199 -1.050
C -5.122 -0.427 -0.856
C -4.034 -2.529 -1.810
C -5.413 -2.788 -2.417
C -3.018 -2.510 -2.967
C -3.709 -3.684 -0.846
H -8.024 2.442 -1.172
H -7.268 1.027 -1.926
H -6.381 2.553 -1.843
H -7.318 3.238 1.054
H -5.695 3.512 0.406
H -5.911 2.555 1.883
H -8.424 1.087 0.962
H -7.059 0.268 1.751
H -7.674 -0.327 0.204
H -3.930 2.227 0.895
H -2.309 3.513 0.854
H 0.634 4.197 3.886
H 3.345 2.124 2.609
H 2.615 0.510 2.436
H 3.725 0.846 3.787
H 2.654 3.621 4.494
H 2.984 2.325 5.653
H 1.399 3.115 5.645
H 0.907 -0.304 4.162
H 0.382 0.786 5.457
H 2.027 0.111 5.478
H -3.335 5.251 1.691
H -3.096 6.723 2.639
H -3.167 5.142 3.447
H -1.308 5.703 0.248
H 0.240 6.131 0.995
H -1.133 7.256 1.089
H -0.919 5.841 4.543
H -0.993 7.326 3.579
H 0.444 6.301 3.505
H -6.057 -0.780 -1.277
H -5.713 -1.973 -3.084
H -6.182 -2.912 -1.647
H -5.378 -3.711 -3.005
H -3.284 -1.735 -3.692
H -3.019 -3.477 -3.483
H -2.010 -2.312 -2.609
H -4.480 -3.762 -0.072
H -2.746 -3.525 -0.364
H -3.674 -4.633 -1.393
C 4.667 -0.051 0.126
O 4.078 1.227 -0.176
C 2.748 1.224 -0.243
O 2.087 0.216 -0.093
N 2.263 2.460 -0.456
N 0.910 2.560 -0.716
H 5.739 0.102 0.060
H 4.337 -0.804 -0.585
H 4.390 -0.370 1.128
H 2.911 3.194 -0.679
H 0.701 2.806 -1.671
H 0.436 3.148 -0.047
Cl -1.580 0.520 -5.367
C -0.117 0.290 -4.396
Cl 1.014 1.643 -4.730
Cl 0.660 -1.227 -4.866
C -0.462 0.379 -2.847
O -1.233 1.272 -2.544
O 0.178 -0.474 -2.152
C 2.083 -4.926 0.283
C 2.570 -3.869 1.043
C 2.000 -2.604 0.922
C 0.941 -2.353 0.045
C 0.464 -3.433 -0.702
C 1.024 -4.702 -0.590
H 2.520 -5.914 0.374
H 3.393 -4.029 1.731
H 2.375 -1.797 1.545
H -0.359 -3.280 -1.393
H 0.625 -5.520 -1.181
*
```

## Properties
- <S²> = 6.08
- LUMO level (alpha / beta) (eV) = 2.3 / 1.6
- ΔE to the lowest compared entry with this formula, charge and spin (kJ/mol) = 0.0
- orbital gap (alpha / beta) (eV) = 6.1 / 6.1
- calculated total energy (eV) = -122982.7984
- molar mass (g/mol) = 804.196
- HOMO (alpha / beta) (hartree) = -0.139 / -0.166

Here are the Löwdin charges for atoms 1 to 6, given in e: number 1, Cr, carries 0.986; number 2, C, carries -0.051; number 3, C, carries -0.561; number 4, C, carries -0.075; number 5, C, carries -0.053; number 6, C, carries -0.170


C2H5O | wB97M-V/def2-TZVPD

ORCA input file:
```
! wB97M-V def2-TZVPD RIJCOSX def2/J DEFGRID3
* xyz -2 2
C 0.633 0.428 -0.253
O -0.200 0.289 0.678
C 1.813 1.152 -0.303
H -3.302 -2.443 0.691
H 2.126 1.837 0.481
H -3.931 -2.168 1.122
H 0.446 -0.084 -1.230
H 2.417 0.989 -1.185
*
```

## Properties
- <S²> = 0.75
- LUMO level (alpha / beta) (eV) = 7.4 / 7.3
- ΔE to the lowest compared entry with this formula, charge and spin (kJ/mol) = 8.4
- orbital gap (alpha / beta) (eV) = 2.1 / 6.5
- calculated total energy (eV) = -4195.9624
- molar mass (g/mol) = 45.061
- HOMO (alpha / beta) (hartree) = 0.195 / 0.028

Here are the natural (NBO) charges for atoms 1 to 6, given in e: number 1, C, carries 0.198; number 2, O, carries -0.806; number 3, C, carries -0.856; number 4, H, carries -0.391; number 5, H, carries 0.150; number 6, H, carries -0.459


C5H8O | wB97M-V/def2-TZVPD

ORCA input file:
```
! wB97M-V def2-TZVPD RIJCOSX def2/J DEFGRID3
* xyz 0 1
C 0.376 1.191 -1.203
C 0.857 0.071 -0.311
C 0.637 -0.057 1.160
C -0.107 -0.975 0.191
C -1.612 -0.863 0.427
O -2.242 -1.781 0.892
H -0.575 1.589 -0.844
H 1.084 2.021 -1.318
H 0.212 0.764 -2.199
H 1.872 -0.252 -0.579
H 0.031 0.693 1.650
H 1.428 -0.488 1.767
H 0.156 -2.027 0.109
H -2.117 0.113 0.257
*
```

## Properties
- structure (SMILES) = C[C@H]1C[C@H]1C=O
- LUMO level (eV) = 1.0
- ΔE to the lowest compared entry with this formula, charge and spin (kJ/mol) = 139.5
- orbital gap (eV) = 10.8
- calculated total energy (eV) = -7360.8093
- molar mass (g/mol) = 84.118
- HOMO (hartree) = -0.359

Here are the natural (NBO) charges for atoms 1 to 6, given in e: number 1, C, carries -0.606; number 2, C, carries -0.211; number 3, C, carries -0.390; number 4, C, carries -0.348; number 5, C, carries 0.440; number 6, O, carries -0.526


C5H5FO2 | wB97M-V/def2-TZVPD

ORCA input file:
```
! wB97M-V def2-TZVPD RIJCOSX def2/J DEFGRID3
* xyz 0 1
C 1.169 -0.243 0.350
C -0.012 -1.128 0.250
C -1.063 -0.435 -0.201
C -0.736 0.955 -0.596
C 0.702 1.001 -0.220
H 3.434 -1.180 0.447
H 1.361 0.075 1.473
H -0.269 -2.201 0.616
H -1.244 1.514 -1.420
H 1.427 1.821 -0.551
O 2.284 -0.709 -0.464
O -0.252 1.518 0.713
F -2.368 -0.822 -0.006
*
```

## Properties
- LUMO level (eV) = -1.0
- ΔE to the lowest compared entry with this formula, charge and spin (kJ/mol) = 552.4
- orbital gap (eV) = 8.4
- calculated total energy (eV) = -12072.1640
- molar mass (g/mol) = 116.091
- HOMO (hartree) = -0.343

Here are the natural (NBO) charges for atoms 1 to 6, given in e: number 1, C, carries 0.010; number 2, C, carries -0.282; number 3, C, carries 0.393; number 4, C, carries -0.041; number 5, C, carries 0.047; number 6, H, carries 0.432


C9H8N3NaO5S4 | wB97M-V/def2-TZVPD

ORCA input file:
```
! wB97M-V def2-TZVPD RIJCOSX def2/J DEFGRID3
* xyz -2 1
Na -0.937 0.083 -1.202
O -4.448 -1.049 -0.259
S -3.141 -1.219 0.373
O -3.244 -1.518 1.814
O -2.300 0.000 0.181
S -2.107 -2.723 -0.584
N -1.327 -0.251 3.363
C -0.528 0.485 2.471
C -0.990 1.713 1.993
C -0.390 2.299 0.901
C 0.713 1.693 0.299
C 1.293 0.584 0.895
C 0.681 -0.007 1.990
S 1.103 2.172 -1.366
O 1.439 3.576 -1.360
O -0.109 1.819 -2.109
N 2.363 1.334 -1.830
C 2.192 0.029 -2.142
S 3.522 -0.798 -2.928
C 2.619 -2.274 -2.896
C 1.417 -2.049 -2.321
N 1.171 -0.766 -1.899
H -2.219 -0.447 2.891
H -0.909 -1.161 3.509
H -1.914 2.114 2.389
H -0.832 3.171 0.436
H 2.161 0.127 0.443
H 1.062 -0.948 2.370
H 3.014 -3.201 -3.275
H 0.645 -2.788 -2.148
*
```

## Properties
- LUMO level (eV) = 4.1
- orbital gap (eV) = 5.2
- calculated total energy (eV) = -71931.7438
- molar mass (g/mol) = 389.437
- HOMO (hartree) = -0.041

Here are the natural (NBO) charges for atoms 1 to 6, given in e: number 1, Na, carries 0.903; number 2, O, carries -1.038; number 3, S, carries 2.234; number 4, O, carries -1.070; number 5, O, carries -1.140; number 6, S, carries -0.890